C9H10NP | ωB97M-V/def2-TZVPD

```
21
Properties=species:S:1:pos:R:3:forces:R:3:mulliken_charge:R:1
P 3.140521 -2.150931 -0.022878 -0.65 0.20 0.22 -0.30
N -3.514412 -1.628690 -0.281638 -0.42 -0.38 -0.11 -0.67
C 0.031643 0.545168 0.324792 1.69 0.06 0.60 -0.05
C 2.080685 -2.183678 1.092396 1.73 -0.45 -1.01 -0.07
C 2.299845 1.557538 -0.431482 -3.40 -1.62 -1.15 -1.10
C 0.981913 0.718462 -0.589389 1.57 0.73 -2.02 -0.42
C -3.461269 -0.746068 0.682622 3.41 0.91 -0.57 -0.49
C -1.145421 -0.298959 0.088921 -1.23 1.12 1.61 0.93
C -1.193032 -1.241857 -0.915118 -1.44 0.40 1.28 -0.43
C -2.277151 -0.031150 0.916122 0.89 0.69 0.33 -0.41
C -2.457765 -1.860708 -1.017170 1.81 1.29 0.42 -0.48
H -2.042562 0.797795 1.671423 -1.16 -1.42 -0.90 0.25
H -2.749422 -2.536949 -1.703495 0.20 -2.44 -2.79 0.54
H 0.301372 0.955757 1.358051 -0.99 -0.46 -1.43 0.20
H 2.391790 2.115133 -1.326441 0.67 -0.02 -1.45 0.37
H -0.242365 -1.306759 -1.404175 -0.23 -1.03 -0.96 0.36
H 3.020497 0.794326 -0.295178 1.44 0.08 0.55 0.15
H 1.010807 0.289336 -1.669870 -0.79 0.46 2.02 0.26
H 1.656205 -2.476912 2.004162 -1.02 0.12 0.79 0.42
H -4.361664 -0.702215 1.137792 -2.46 0.94 2.18 0.52
H 2.114615 2.356173 0.204813 0.37 0.84 2.38 0.40
```
Positions in Å, forces in eV/Å.

Properties
**HOMO energy**: -9.0 eV
**F_max**: 3.94 eV/A
**Relative energy (zero: lowest compared OMol25 entry of this formula, charge and spin)**: 257.0 kJ/mol
**E_LUMO**: 0.094 eV
**SMILES**: C/C=C/c1ccncc1.C#P